1.
A 2-piece molecular cluster, C35H37N2 overall at a distorted geometry, computed with ωB97M-V with the def2-TZVPD basis set.

Energy above the lowest of the compared OMol25 structures with the same formula, charge and spin   292.9 kJ/mol
HOMO-LUMO gap   4.7 eV
E_tot   -39866.8792 eV
Largest force on an atom   5.01 eV Å⁻¹
LUMO level   -0.19254 hartree
Charge   +1

Each line ends with the Mulliken charge.
Cartesian coordinates (Å):
1 C 3.18 1.13 -2.39  -1.47
2 C 2.94 -0.32 -2.32  0.90
3 N 3.82 -1.27 -2.72  0.06
4 C 3.27 -2.55 -2.59  -1.18
5 C 1.96 -2.39 -2.09  1.30
6 C 1.17 -3.49 -1.77  -0.04
7 C 1.74 -4.76 -1.90  -0.89
8 C 3.05 -4.91 -2.39  -0.71
9 C 3.85 -3.81 -2.73  -0.78
10 C 1.74 -0.95 -1.91  -0.42
11 C 0.59 -0.37 -1.31  -0.37
12 C -0.67 -0.69 -2.02  0.70
13 C -0.68 -1.52 -3.18  -0.82
14 C -1.83 -2.20 -3.57  -0.71
15 C -3.05 -1.97 -2.93  1.08
16 C -4.26 -2.75 -3.32  -1.58
17 C -3.12 -0.94 -1.99  -0.84
18 C -1.96 -0.27 -1.60  -0.58
19 H 2.22 1.64 -2.54  0.34
20 H 3.64 1.52 -1.46  0.29
21 H 3.85 1.38 -3.23  0.50
22 H 4.75 -1.05 -3.09  0.29
23 H 0.14 -3.34 -1.43  0.33
24 H 1.15 -5.63 -1.63  0.44
25 H 3.45 -5.92 -2.50  0.40
26 H 4.87 -3.91 -3.09  0.43
27 H 0.71 0.51 -0.71  1.25
28 H 0.22 -1.64 -3.78  0.58
29 H -1.77 -2.94 -4.38  0.46
30 H -5.11 -2.44 -2.71  0.37
31 H -4.49 -2.58 -4.38  0.36
32 H -4.11 -3.83 -3.18  0.36
33 H -4.09 -0.69 -1.54  0.38
34 H -2.07 0.61 -0.98  0.57
35 C -3.67 5.70 2.54  -0.56
36 C -2.36 5.88 2.97  -0.71
37 C -1.35 4.93 2.67  0.86
38 C -0.03 5.10 3.15  -0.87
39 C 0.97 4.20 2.80  -1.10
40 C 0.66 3.11 1.96  -0.42
41 C -0.63 2.85 1.54  0.31
42 C -0.91 1.57 0.74  -0.66
43 C -0.27 0.33 1.40  -0.52
44 C -0.76 -1.08 1.26  0.23
45 C 0.10 -1.87 2.28  -0.31
46 C 1.41 -2.21 1.52  -0.56
47 C 2.04 -0.90 1.12  -0.71
48 N 1.18 0.32 1.41  -0.32
49 C 1.32 0.25 3.04  -0.47
50 C 0.52 -0.96 3.49  -1.10
51 C -1.68 3.77 1.88  0.49
52 C -3.04 3.58 1.52  -0.76
53 C -4.02 4.53 1.84  -0.81
54 H -4.43 6.45 2.76  0.38
55 H -2.08 6.77 3.54  0.37
56 H 0.18 5.95 3.80  0.37
57 H 1.98 4.32 3.18  0.40
58 H 1.45 2.42 1.66  0.58
59 H -1.99 1.38 0.74  0.53
60 H -0.58 1.74 -0.30  0.31
61 H -0.62 0.56 2.42  1.10
62 H -1.84 -1.12 1.47  0.40
63 H -0.59 -1.45 0.25  -0.73
64 H -0.41 -2.79 2.60  0.53
65 H 2.10 -2.75 2.17  0.43
66 H 1.25 -2.83 0.63  -0.02
67 H 2.95 -0.75 1.73  0.64
68 H 2.41 -0.87 0.11  0.07
69 H 2.39 0.18 3.28  0.47
70 H 0.95 1.19 3.44  0.44
71 H -0.39 -0.64 4.01  0.42
72 H 1.09 -1.55 4.21  0.53
73 H -3.34 2.67 0.99  0.35
74 H -5.05 4.37 1.53  0.41

=====

2.
C35H37N4O3OsPS2 as an isolated structure, computed with ωB97M-V with the def2-TZVPD basis set.

Multiplicity   5
Energy above the lowest of the compared OMol25 structures with the same formula, charge and spin   0.0 kJ/mol
HOMO-LUMO gap (alpha / beta)   6.9 / 7.5 eV
E_tot   -82423.8931 eV
Largest force on an atom   0.48 eV Å⁻¹
LUMO level (alpha / beta)   0.01096 / 0.00494 hartree

Each line ends with the Mulliken charge.
Cartesian coordinates (Å):
1 Os 0.26 -0.02 0.47  0.82
2 C 1.66 -1.33 3.21  -0.70
3 C 0.79 -0.93 3.95  -0.32
4 C -0.25 -0.43 4.80  0.34
5 C -0.18 0.88 5.27  -0.24
6 C -1.17 1.37 6.10  -0.76
7 C -2.26 0.57 6.44  -0.44
8 C -2.33 -0.73 5.97  -0.68
9 C -1.33 -1.24 5.16  -0.29
10 H 0.67 1.50 5.00  0.55
11 H -1.11 2.38 6.47  0.46
12 H -3.04 0.96 7.08  0.43
13 H -3.17 -1.36 6.24  0.42
14 H -1.38 -2.26 4.79  0.59
15 S -1.88 -1.29 -2.66  -0.61
16 P -1.00 0.45 -3.02  0.84
17 S -0.19 1.49 -1.47  -0.73
18 C -2.14 1.59 -3.88  0.74
19 C -3.20 1.08 -4.62  -0.49
20 C -4.03 1.94 -5.33  -0.64
21 C -3.79 3.30 -5.32  -0.39
22 C -2.73 3.82 -4.58  -0.68
23 C -1.91 2.97 -3.86  -0.41
24 C 0.33 0.22 -4.26  0.02
25 C 0.32 -0.89 -5.11  -0.16
26 C 1.32 -1.04 -6.06  -0.65
27 C 2.33 -0.10 -6.17  -0.43
28 C 2.34 1.00 -5.33  -0.70
29 C 1.34 1.16 -4.38  -0.31
30 H -3.38 0.02 -4.61  0.33
31 H -4.85 1.53 -5.90  0.39
32 H -4.44 3.97 -5.87  0.37
33 H -2.55 4.89 -4.56  0.39
34 H -1.09 3.37 -3.28  0.34
35 H -0.47 -1.63 -5.00  0.40
36 H 1.30 -1.91 -6.71  0.41
37 H 3.11 -0.23 -6.91  0.40
38 H 3.12 1.74 -5.41  0.40
39 H 1.36 2.01 -3.71  0.43
40 N -2.16 -1.77 1.79  -0.61
41 N -1.91 -0.90 0.68  -0.57
42 H -3.17 -1.89 1.89  0.28
43 H -1.88 -1.24 2.62  0.18
44 H -2.51 -0.07 0.73  0.34
45 H -2.12 -1.38 -0.20  0.23
46 C 4.70 -2.77 0.68  -0.34
47 C 4.50 -1.40 0.81  -0.67
48 C 3.51 -0.92 1.65  -0.23
49 C 2.70 -1.81 2.36  0.47
50 C 2.90 -3.19 2.22  -0.30
51 C 3.91 -3.66 1.38  -0.52
52 H 5.49 -3.14 0.03  0.44
53 H 5.12 -0.70 0.27  0.45
54 H 3.34 0.15 1.75  0.48
55 H 2.28 -3.88 2.77  0.46
56 H 4.07 -4.72 1.29  0.39
57 C -2.86 3.56 3.69  -0.98
58 N -1.59 3.14 3.12  0.23
59 C -0.46 3.87 3.29  0.13
60 C 0.73 3.49 2.79  -1.21
61 C 0.76 2.28 2.01  0.92
62 O 1.77 1.82 1.44  -0.71
63 N -0.39 1.56 1.88  -0.43
64 C -1.57 1.93 2.43  0.27
65 O -2.60 1.27 2.34  -0.75
66 H -2.82 4.62 3.91  0.36
67 H -3.07 3.00 4.61  0.26
68 H -3.66 3.35 2.99  0.29
69 H -0.58 4.78 3.86  0.33
70 H 1.62 4.08 2.91  0.49
71 C 2.35 -3.16 -1.98  -0.63
72 C 1.43 -4.03 -1.10  -0.60
73 C 0.47 -3.04 -0.44  -0.84
74 O 1.17 -1.78 -0.47  0.87
75 C 1.91 -1.72 -1.72  0.42
76 H 2.26 -3.40 -3.03  0.44
77 H 3.39 -3.30 -1.69  0.14
78 H 2.01 -4.56 -0.34  0.14
79 H 0.88 -4.77 -1.68  0.44
80 H 0.24 -3.25 0.60  0.45
81 H -0.45 -2.93 -1.01  0.36
82 H 2.72 -1.01 -1.57  0.51
83 H 1.24 -1.36 -2.50  -0.84

=====

3.
C35H38AsCrN6OPS3Se as an isolated structure, computed with ωB97M-V with the def2-TZVPD basis set.

Multiplicity   5
Energy above the lowest of the compared OMol25 structures with the same formula, charge and spin   47.3 kJ/mol
HOMO-LUMO gap (alpha / beta)   4.7 / 6.5 eV
E_tot   -244300.4084 eV
Largest force on an atom   0.56 eV Å⁻¹
LUMO level (alpha / beta)   -0.03020 / -0.03587 hartree

Each line ends with the Mulliken charge.
Cartesian coordinates (Å):
1 Cr 1.02 0.57 0.54  0.40
2 C -3.12 2.04 4.30  -0.68
3 S -1.83 0.81 4.53  0.03
4 C -0.90 1.01 3.07  0.30
5 S 0.45 -0.02 2.87  -0.63
6 N -1.21 2.00 2.27  -1.56
7 N -0.33 2.09 1.24  2.10
8 C -0.28 3.22 0.67  -0.96
9 C 0.68 3.39 -0.39  0.60
10 C 0.76 4.55 -1.16  -1.00
11 C 1.69 4.61 -2.17  -0.49
12 C 2.52 3.52 -2.39  -1.39
13 C 2.39 2.41 -1.58  -0.77
14 N 1.50 2.34 -0.59  1.07
15 H -3.79 1.93 5.16  0.38
16 H -3.67 1.85 3.38  0.09
17 H -2.72 3.05 4.28  0.28
18 H -0.92 4.04 0.98  0.36
19 H 0.08 5.36 -0.96  0.52
20 H 1.76 5.49 -2.80  0.46
21 H 3.25 3.51 -3.19  0.54
22 H 2.98 1.53 -1.75  0.49
23 C 2.52 -1.79 1.60  -1.21
24 O 2.01 -0.96 0.60  0.05
25 H 3.02 -2.65 1.14  0.27
26 H 1.73 -2.19 2.25  0.31
27 H 3.23 -1.27 2.25  0.15
28 Se -2.35 1.88 -2.92  -0.01
29 N -1.44 1.02 -4.21  -1.08
30 C -0.43 0.40 -3.62  0.78
31 C 0.54 -0.38 -4.27  -1.13
32 C 1.52 -0.98 -3.49  -1.01
33 C 1.55 -0.80 -2.13  -1.73
34 N 0.66 -0.03 -1.46  2.84
35 C -0.33 0.56 -2.18  -0.30
36 N -1.23 1.33 -1.60  0.05
37 H 0.48 -0.52 -5.34  0.49
38 H 2.26 -1.63 -3.95  0.44
39 H 2.28 -1.31 -1.50  0.56
40 C 5.56 3.35 0.19  -0.99
41 As 5.04 1.69 1.04  0.82
42 C 6.54 1.26 2.19  -1.12
43 C 5.12 0.35 -0.35  -0.73
44 S 3.25 1.76 2.11  -0.48
45 H 6.52 3.24 -0.32  0.39
46 H 5.64 4.12 0.96  0.35
47 H 4.79 3.65 -0.52  0.25
48 H 7.48 1.35 1.65  0.39
49 H 6.41 0.24 2.56  0.36
50 H 6.52 1.94 3.04  0.38
51 H 6.12 0.34 -0.79  0.51
52 H 4.89 -0.62 0.09  0.21
53 H 4.38 0.55 -1.12  0.15
54 C -6.14 0.26 0.14  -0.56
55 C -5.09 1.14 0.30  -1.05
56 C -3.78 0.67 0.31  -0.19
57 C -3.51 -0.69 0.19  -0.25
58 C -4.59 -1.57 0.05  -0.37
59 C -5.89 -1.10 0.02  -0.83
60 P -1.78 -1.27 0.30  2.84
61 C -1.55 -2.12 -1.31  0.74
62 C -2.41 -1.92 -2.39  -0.84
63 C -2.12 -2.45 -3.63  -0.92
64 C -0.96 -3.18 -3.83  -0.80
65 C -0.07 -3.34 -2.78  -0.99
66 C -0.35 -2.79 -1.54  -0.07
67 C -2.04 -2.62 1.54  0.16
68 C -2.85 -2.35 2.64  -0.48
69 C -3.00 -3.26 3.67  -0.82
70 C -2.33 -4.47 3.62  -0.60
71 C -1.51 -4.76 2.54  -0.72
72 C -1.36 -3.84 1.51  -0.43
73 H -7.16 0.62 0.13  0.38
74 H -5.28 2.21 0.40  0.48
75 H -2.96 1.36 0.43  0.54
76 H -4.40 -2.63 -0.03  0.49
77 H -6.71 -1.80 -0.09  0.41
78 H -3.31 -1.33 -2.27  0.35
79 H -2.80 -2.28 -4.46  0.37
80 H -0.74 -3.60 -4.80  0.39
81 H 0.87 -3.86 -2.93  0.47
82 H 0.40 -2.83 -0.76  0.19
83 H -3.38 -1.40 2.70  0.46
84 H -3.63 -3.02 4.51  0.41
85 H -2.44 -5.19 4.43  0.38
86 H -0.99 -5.70 2.49  0.43
87 H -0.73 -4.10 0.68  0.32